[1]
{"formula": "C26H21AsMnN3OS2", "method": "ωB97M-V with the def2-TZVPD basis set", "homo_lumo_gap_ev": [5.69, 7.18], "spin_multiplicity": 2, "lumo_energy_ha": [-0.190, -0.143], "e_homo_ev": [-10.87, -11.07], "s_squared": 0.934, "charge": 1, "symbols": ["C", "C", "C", "H", "H", "H", "C", "H", "N", "C", "C", "H", "H", "H", "H", "H", "N", "H", "H", "O", "C", "C", "C", "H", "C", "C", "C", "H", "C", "As", "S", "H", "H", "C", "H", "Mn", "H", "H", "H", "C", "C", "S", "C", "C", "C", "C", "H", "C", "C", "C", "C", "C", "N", "C", "H"], "positions_angstrom": [[-5.082, -0.753, -0.476], [-3.188, -2.269, -0.715], [3.520, -1.192, 0.802], [6.647, -1.037, -0.476], [-0.285, 2.846, 0.159], [-6.675, 0.656, -0.285], [0.890, 0.913, 1.991], [5.545, 0.612, -1.948], [-1.691, -3.867, -1.192], [3.627, 0.391, -1.022], [-3.709, -1.004, -0.305], [-5.198, 2.445, 0.582], [-2.777, 2.036, 0.881], [5.351, -2.190, 1.283], [-0.818, 3.500, -4.030], [1.010, -5.360, -2.028], [0.030, -5.206, -1.888], [1.413, 3.534, 4.049], [-0.626, -5.908, -2.182], [-1.572, -0.142, 0.384], [2.904, -0.259, -0.028], [1.254, 2.191, 2.389], [0.614, 0.870, -2.458], [0.004, -0.400, 4.998], [4.977, 0.106, -1.179], [0.679, 1.612, 4.656], [-5.619, 0.469, -0.157], [-5.714, -1.541, -0.869], [-2.877, 0.015, 0.189], [1.049, 0.132, 0.253], [0.111, -1.682, 2.407], [-1.081, 4.254, -1.693], [0.259, 1.328, -4.517], [5.594, -0.819, -0.351], [3.156, 1.121, -1.667], [-0.532, -1.651, 0.371], [0.599, 1.892, 5.698], [1.639, 2.908, 1.675], [1.078, -0.085, -2.680], [-0.457, 2.882, -3.219], [1.136, 2.540, 3.727], [0.785, -2.880, -0.835], [-0.427, -4.068, -1.333], [-4.780, 1.477, 0.332], [0.473, 1.305, -1.143], [-3.431, 1.262, 0.502], [2.955, -1.706, 1.572], [-0.604, 3.307, -1.907], [0.444, -0.018, 2.926], [4.867, -1.468, 0.639], [0.149, 1.664, -3.495], [-0.144, 2.518, -0.862], [-1.955, -2.638, -0.589], [0.342, 0.325, 4.269], [-3.857, -2.969, -1.210]]}

[2]
{"formula": "C49H65BBaN12S6", "method": "ωB97M-V with the def2-TZVPD basis set", "homo_lumo_gap_ev": 6.55, "spin_multiplicity": 1, "lumo_energy_ha": -0.011, "e_homo_ev": -6.85, "e_above_lowest_ev": 0.0000, "symbols": ["C", "N", "H", "H", "C", "H", "C", "H", "C", "C", "C", "N", "H", "H", "H", "H", "H", "N", "C", "H", "N", "H", "C", "C", "C", "C", "N", "H", "C", "H", "S", "H", "C", "C", "C", "C", "C", "C", "Ba", "H", "C", "C", "H", "C", "H", "H", "H", "C", "C", "C", "N", "H", "H", "C", "C", "S", "C", "H", "C", "C", "H", "H", "H", "H", "H", "H", "N", "H", "H", "H", "S", "H", "N", "C", "H", "C", "H", "H", "C", "H", "C", "H", "C", "H", "N", "C", "H", "H", "C", "H", "H", "H", "H", "C", "C", "C", "S", "H", "C", "C", "C", "C", "C", "H", "C", "N", "S", "H", "H", "H", "H", "H", "H", "H", "H", "H", "S", "H", "H", "C", "C", "H", "B", "H", "H", "N", "H", "H", "H", "H", "N", "H", "C", "C"], "positions_angstrom": [[0.931, -6.791, 3.200], [-2.099, 2.482, -3.122], [3.897, 2.041, 3.080], [-1.627, -1.899, 6.764], [2.669, -6.468, -4.926], [3.131, -9.291, 3.804], [4.735, -6.107, -6.093], [-3.156, -0.492, 5.388], [-0.758, 2.492, -2.993], [-2.096, -0.553, 5.130], [-2.985, -0.397, -2.175], [3.587, -4.906, 0.368], [-4.212, 2.801, -2.569], [-3.383, -2.621, -4.091], [-2.159, 5.881, 0.619], [-1.116, 2.529, -6.225], [5.654, -4.194, -5.783], [2.206, -4.711, -2.024], [-4.604, -3.604, -1.008], [2.671, 0.758, -4.523], [-2.205, 3.785, 1.155], [-2.214, 5.967, 2.803], [4.048, -5.222, 1.718], [-2.369, 4.876, 0.316], [2.078, 3.406, -3.987], [2.499, 0.063, 4.065], [-3.599, 0.774, -1.885], [0.833, -5.387, -3.422], [2.750, -8.338, 3.463], [2.149, 0.841, 4.749], [-1.132, -2.593, 1.784], [1.549, -6.231, -0.725], [-4.791, 0.500, -1.256], [1.779, -5.886, 2.585], [3.831, -4.382, -4.680], [1.200, 2.335, -4.635], [1.414, -8.019, 3.640], [3.126, -6.204, 2.403], [0.012, -0.359, -0.120], [-4.394, -4.670, -1.084], [-1.000, -1.456, 3.101], [-1.268, -0.961, 6.339], [-2.280, 3.501, 4.553], [2.748, -5.199, -4.365], [-3.591, 4.005, 3.476], [0.748, -8.722, 4.122], [-0.226, -1.086, 6.049], [2.537, -3.592, -1.392], [1.932, 0.240, 2.692], [-2.823, 4.408, -0.857], [0.765, -0.184, 2.361], [0.820, 1.676, -6.685], [1.366, -3.709, -3.625], [1.322, 2.481, -6.150], [1.698, -4.720, -3.398], [2.509, -2.079, -2.066], [3.683, -5.979, -0.614], [2.091, 3.324, -2.905], [-4.079, -3.113, -3.413], [-1.326, 5.334, 2.839], [-0.928, 5.379, 3.852], [-5.433, 1.288, -0.908], [3.092, 3.295, -4.376], [-2.956, 2.352, 3.382], [-1.321, -0.194, 7.115], [-1.520, -2.978, -2.376], [-2.928, 3.037, -0.766], [1.818, -7.100, -4.699], [-5.654, -3.462, -1.261], [1.718, 4.402, -4.251], [-1.544, -0.611, -3.092], [2.380, 2.438, -6.404], [-0.231, 2.522, -4.250], [3.216, 1.302, -0.573], [5.229, 3.204, 1.340], [-1.273, 2.511, -5.165], [-0.570, 5.736, 2.165], [-5.083, -2.726, -3.596], [-3.665, -2.868, -1.965], [3.582, -7.912, -6.223], [2.742, 0.937, 1.645], [-2.297, -4.488, -1.856], [1.627, 0.920, -4.250], [2.989, 1.059, -1.602], [-0.021, -0.608, 3.398], [4.466, 2.489, 1.058], [-2.660, -2.217, 3.917], [1.504, 0.767, -3.181], [4.222, 2.206, -0.274], [-4.077, -4.184, -3.621], [2.147, -0.884, 4.470], [3.588, 0.074, 4.048], [-4.428, -3.300, 0.024], [-0.353, 3.069, 2.630], [2.947, -3.766, 0.083], [-2.417, 2.493, -4.461], [0.107, 2.508, -1.508], [4.536, -5.828, -1.282], [4.818, -4.835, -5.539], [-2.257, -3.406, -1.706], [3.657, -6.924, -5.789], [2.392, -6.013, -1.389], [3.602, -7.431, 2.843], [3.823, -6.914, -0.072], [-1.649, 3.870, 2.538], [-3.781, -1.398, -1.703], [2.507, -2.622, 1.164], [-1.788, 0.430, 4.772], [-3.438, 2.477, -4.792], [-0.534, 2.004, 2.534], [4.108, -4.287, 2.274], [1.009, 0.183, -4.765], [3.888, -3.390, -4.247], [5.506, -6.457, -6.766], [1.399, -4.924, 2.261], [4.782, 2.675, -1.070], [-2.570, 1.061, 1.098], [0.345, 3.389, 1.852], [-5.690, -1.412, -0.685], [-2.552, 2.655, 0.472], [3.725, 1.843, 2.032], [0.934, 3.439, -6.498], [-3.234, 2.271, -2.087], [-0.110, -6.531, 3.345], [-3.066, 4.928, -1.764], [2.479, 0.694, 0.353], [2.427, -6.770, -2.172], [5.053, -5.641, 1.631], [0.104, 3.255, 3.605], [4.647, -7.683, 2.702], [-1.987, -1.477, 4.022], [-1.966, -3.226, -0.672], [-2.690, 3.392, 3.547], [-4.917, -0.832, -1.143]]}

[3]
{"formula": "C33H46BaN9O13P", "method": "ωB97M-V with the def2-TZVPD basis set", "homo_lumo_gap_ev": [7.42, 7.52], "spin_multiplicity": 1, "lumo_energy_ha": [0.133, 0.136], "e_homo_ev": [-3.81, -3.81], "charge": -2, "symbols": ["N", "C", "H", "H", "N", "C", "O", "C", "O", "O", "H", "H", "O", "O", "C", "C", "C", "H", "H", "N", "N", "N", "H", "O", "C", "H", "H", "H", "H", "H", "H", "H", "H", "C", "O", "C", "C", "C", "C", "N", "C", "O", "H", "H", "C", "H", "N", "C", "O", "H", "H", "H", "C", "N", "C", "H", "H", "O", "C", "H", "C", "C", "C", "H", "H", "H", "H", "C", "C", "H", "C", "H", "N", "C", "H", "H", "H", "C", "O", "H", "H", "H", "C", "C", "C", "H", "H", "H", "C", "P", "H", "C", "H", "H", "C", "C", "H", "Ba", "O", "H", "H", "O", "H"], "positions_angstrom": [[-1.744, 2.056, 6.934], [0.406, -6.700, -2.933], [-0.269, -3.984, -5.052], [-1.340, -4.904, -3.937], [3.028, 1.626, 2.772], [1.293, 1.239, -3.815], [-6.474, -0.815, -2.370], [4.359, -3.315, -1.389], [-0.037, -4.690, -0.778], [1.368, 0.865, -2.641], [-2.221, -1.321, 2.332], [-3.564, -5.033, 0.924], [-2.158, 0.263, -2.035], [1.200, -4.240, -2.998], [-1.872, 7.114, 0.569], [0.753, -5.390, -3.748], [1.212, 7.085, 2.984], [-1.771, 2.135, 7.944], [1.749, 7.790, 2.437], [2.086, 0.003, 1.121], [4.356, 3.623, 2.066], [-0.407, 4.046, 1.917], [-0.496, 8.517, 1.513], [0.002, 2.938, -0.067], [-1.888, 2.095, 4.173], [-1.775, 3.146, 4.493], [-1.187, 6.857, -0.243], [2.115, 0.705, -5.749], [-2.594, 7.883, 0.222], [0.286, 1.986, -5.570], [-1.058, 2.691, 6.482], [1.117, 4.938, -0.788], [1.388, -6.139, -5.609], [2.212, 6.095, 3.583], [-3.677, 0.738, 6.809], [-3.364, -0.054, -1.836], [3.772, -4.387, -0.534], [-0.499, 5.222, 2.629], [0.080, 3.911, 0.671], [-4.610, -3.167, -0.256], [-2.556, -0.300, 4.171], [1.137, -2.415, -1.142], [-2.414, -3.901, 1.728], [2.412, -4.792, -5.204], [-6.295, -1.928, -1.645], [-0.568, -6.606, -2.508], [-1.380, 0.630, 2.303], [-2.680, 1.232, 6.310], [1.651, 7.190, 0.173], [2.763, -4.648, 1.430], [0.379, -7.554, -3.631], [-1.894, -4.728, 0.199], [-0.442, -4.997, -4.589], [0.672, 5.080, 0.122], [-2.736, -4.336, 0.764], [-0.069, 2.980, -4.167], [3.188, 0.416, -4.294], [-7.182, -2.763, -1.475], [3.382, -3.867, 0.929], [2.713, -3.014, 0.804], [-1.358, 1.851, 2.867], [-2.042, -0.414, 2.868], [-3.721, -1.351, -1.148], [-1.511, 7.571, 2.738], [2.963, 2.033, -5.025], [-0.939, 2.701, 2.274], [3.738, -2.374, -1.489], [1.888, -5.662, -4.762], [0.919, 6.326, 0.681], [-3.159, -1.121, 4.650], [-0.947, 7.515, 1.781], [5.634, -5.315, -0.061], [-2.700, -2.050, -0.440], [-4.913, -2.054, -1.038], [4.789, -3.683, -2.351], [-5.652, -0.055, -2.255], [-2.409, 6.193, 0.916], [2.585, 0.799, 1.863], [2.485, -4.762, -1.017], [3.032, 6.635, 3.998], [4.578, -6.340, -1.161], [-5.329, -3.797, 0.078], [2.486, 1.067, -4.772], [0.133, 1.952, -4.457], [3.679, 2.690, 2.308], [-0.628, -5.805, -5.297], [4.229, -3.713, 1.637], [1.743, 5.499, 4.390], [0.188, 6.506, 2.014], [1.096, -3.958, -1.397], [1.201, -6.923, -2.214], [4.624, -5.700, -0.265], [2.699, 5.341, 2.978], [0.648, 7.640, 3.824], [-3.250, -3.174, -0.018], [-2.332, 0.930, 4.863], [-0.806, 1.452, -4.242], [-0.020, -0.140, -0.502], [-1.193, 5.318, 3.624], [5.301, -2.837, -0.989], [4.128, -6.181, 0.582], [-4.343, 0.699, -2.124], [2.630, -6.416, -4.417]]}